{
  "formula": "C39H51InN2O4SSe",
  "method": "wB97M-V/def2-TZVPD",
  "symbols": ["In", "Se", "S", "O", "O", "O", "O", "N", "N", "C", "C", "C", "C", "C", "C", "C", "C", "C", "C", "C", "C", "C", "C", "C", "C", "C", "C", "C", "C", "C", "C", "C", "C", "C", "C", "C", "C", "C", "C", "C", "C", "C", "C", "C", "C", "C", "C", "C", "H", "H", "H", "H", "H", "H", "H", "H", "H", "H", "H", "H", "H", "H", "H", "H", "H", "H", "H", "H", "H", "H", "H", "H", "H", "H", "H", "H", "H", "H", "H", "H", "H", "H", "H", "H", "H", "H", "H", "H", "H", "H", "H", "H", "H", "H", "H", "H", "H", "H", "H"],
  "coordinates": [[7.222, -15.491, 19.780], [7.933, -17.418, 17.930], [4.671, -7.610, 24.051], [5.485, -16.726, 19.748], [2.112, -8.226, 23.440], [8.487, -16.495, 20.955], [8.444, -14.458, 18.547], [4.224, -16.120, 21.568], [3.965, -18.163, 20.595], [14.023, -18.747, 18.915], [8.857, -14.739, 17.311], [9.652, -12.261, 16.933], [5.999, -12.880, 21.518], [11.862, -17.553, 23.444], [2.893, -7.499, 23.982], [8.787, -16.064, 16.827], [9.500, -17.213, 20.408], [9.392, -17.746, 19.120], [12.594, -20.051, 17.401], [9.373, -17.710, 23.448], [13.067, -20.813, 19.810], [4.580, -9.424, 21.980], [10.440, -18.533, 18.614], [9.344, -13.732, 16.479], [8.496, -11.567, 17.694], [9.989, -11.349, 15.749], [10.585, -15.721, 13.450], [4.913, -10.624, 21.390], [5.684, -11.603, 22.093], [9.883, -14.096, 15.238], [11.573, -18.339, 20.718], [12.028, -15.173, 13.541], [10.555, -17.551, 21.273], [9.886, -15.418, 14.762], [5.045, -9.140, 23.276], [2.519, -6.304, 24.920], [10.761, -17.248, 13.171], [10.583, -15.531, 22.793], [12.773, -19.650, 18.873], [11.547, -18.821, 19.403], [9.824, -14.970, 12.341], [10.958, -12.341, 17.795], [6.363, -13.888, 20.927], [5.825, -10.028, 23.979], [4.631, -17.000, 20.628], [6.152, -11.282, 23.452], [9.299, -16.371, 15.555], [10.620, -17.068, 22.748], [9.486, -18.807, 23.498], [2.154, -6.753, 25.875], [8.470, -17.533, 22.830], [12.744, -17.086, 22.986], [9.847, -15.051, 22.187], [3.308, -5.625, 25.096], [3.452, -16.266, 22.156], [12.388, -18.632, 21.325], [11.321, -17.685, 13.973], [11.097, -11.367, 18.316], [10.134, -10.336, 16.148], [13.193, -20.496, 20.816], [8.803, -10.572, 17.992], [3.984, -8.632, 21.477], [11.863, -12.569, 17.197], [9.198, -17.390, 15.224], [11.580, -15.113, 22.447], [11.632, -20.662, 17.299], [10.385, -14.923, 11.405], [9.257, -17.160, 24.386], [10.438, -18.924, 17.617], [10.298, -13.398, 14.568], [12.211, -14.090, 13.483], [14.307, -18.278, 19.880], [11.273, -17.295, 12.183], [9.694, -13.961, 12.646], [12.273, -21.561, 19.788], [4.486, -10.750, 20.412], [8.288, -12.123, 18.605], [11.939, -18.648, 23.326], [12.617, -15.595, 12.733], [13.984, -21.194, 19.456], [10.407, -15.266, 23.814], [9.791, -17.820, 13.088], [8.812, -15.433, 12.204], [13.378, -20.773, 17.120], [3.588, -18.484, 21.458], [14.890, -19.256, 18.516], [4.358, -18.896, 20.007], [10.849, -13.172, 18.519], [6.127, -9.787, 25.019], [7.593, -11.513, 17.050], [12.569, -15.467, 14.463], [1.660, -5.784, 24.484], [4.707, -15.247, 21.537], [10.912, -11.659, 15.282], [6.701, -12.021, 23.968], [12.580, -19.223, 16.666], [11.811, -17.304, 24.508], [13.947, -17.880, 18.235], [9.183, -11.299, 15.035]],
  "atomic_forces_ev_per_a": [[0.0, 1.0, 0.2], [0.4, 0.6, -0.5], [0.0, 0.0, -0.2], [-1.0, -0.7, 0.5], [0.3, 0.1, -0.1], [0.8, -0.6, -0.2], [0.5, 0.7, -0.7], [1.5, -0.5, -1.3], [0.4, -1.2, -0.7], [0.3, 1.4, -0.3], [-0.9, -0.8, 1.1], [0.3, -0.4, 0.0], [0.4, -0.4, -0.7], [0.4, -0.4, -0.2], [0.0, 1.1, 1.4], [0.1, 0.4, -0.6], [-2.0, 0.3, 1.0], [1.4, -0.5, -0.2], [-1.2, -1.7, 0.1], [0.0, 0.7, -1.0], [-1.3, 0.0, -1.1], [0.2, 1.0, 0.8], [0.4, 0.1, 0.8], [1.5, 1.4, -1.2], [0.1, -0.9, -0.1], [0.0, 0.3, 0.7], [0.3, 0.0, 0.2], [0.2, -0.5, 0.7], [0.0, 1.3, 1.8], [-1.0, -1.6, 0.7], [-1.2, 0.4, -0.4], [1.0, 0.0, 0.3], [1.6, -0.4, -0.4], [0.0, 0.4, 0.4], [-0.5, 0.2, -0.8], [-1.9, -1.7, -0.5], [-1.5, 0.9, -1.2], [1.6, -0.2, -0.4], [-0.4, 2.0, 0.3], [0.4, -0.3, -0.4], [-0.3, -1.4, -0.2], [-0.6, -0.1, 0.4], [-0.4, 0.6, 0.4], [0.6, -1.2, 1.1], [-0.6, 1.1, 0.0], [-1.7, 0.8, -3.2], [-0.6, -0.5, 0.8], [-1.5, -0.4, -1.5], [0.1, 0.5, 0.5], [0.4, 0.3, -0.6], [0.5, 0.1, 0.5], [0.0, -0.2, 0.3], [-0.7, -0.1, -0.4], [1.0, 0.6, 0.2], [-0.8, -0.2, 0.6], [0.7, -0.1, 0.5], [0.6, -0.4, 0.2], [0.1, -0.7, -0.2], [0.1, -0.2, -0.1], [0.1, 0.4, 0.9], [0.0, 0.3, -0.1], [0.5, -0.9, 0.2], [-0.6, 0.2, 0.1], [0.1, -0.3, -0.1], [-1.0, -0.5, 0.6], [1.1, 0.9, 0.0], [-0.1, -0.4, -0.1], [-0.2, -0.7, 0.3], [-0.4, 0.0, -0.4], [0.4, 1.0, -0.3], [-0.7, -0.1, -0.1], [-0.4, -0.7, -0.2], [-0.2, -0.4, 0.8], [-0.3, 0.9, 0.3], [0.1, -0.1, -0.1], [0.3, -0.7, -0.3], [-0.3, 0.0, 0.0], [0.1, 0.4, 0.3], [0.1, -0.1, -0.3], [1.1, -1.1, -0.2], [0.1, 0.5, 0.7], [0.9, 0.7, 0.0], [0.9, 0.4, -0.1], [0.0, 0.4, 0.0], [-0.4, -0.2, 0.4], [0.3, -0.5, 0.1], [-0.2, 0.5, 0.2], [0.1, 0.6, -0.1], [-0.2, -0.1, -0.9], [0.5, 0.0, 0.4], [-0.6, -0.1, -0.3], [0.2, 0.0, 0.0], [0.1, 0.9, 0.3], [0.2, 0.1, -0.3], [0.5, -0.5, 0.6], [0.0, -0.3, 0.6], [0.1, 0.0, -0.1], [-0.4, -0.2, 0.1], [-0.3, -0.1, -0.4]],
  "mulliken_charge": [1.7059, 0.1236, -0.2345, -0.5551, -0.5159, -0.7505, -0.8862, -0.1961, -0.4601, -1.5403, 1.1783, 2.4649, 0.5861, -2.1713, 0.7226, -0.7911, 1.9961, -0.3774, -2.0306, -1.4313, -1.7631, -0.3722, -0.1872, -0.6808, -1.8060, -2.2884, 1.9116, -0.5907, 0.4848, 0.1870, -0.1840, -1.6255, -1.6114, -0.6427, 0.4565, -1.0954, -1.8033, -1.5769, 2.1713, -0.8470, -1.5951, -1.4291, -1.9712, -0.4589, 0.6404, -0.7790, -0.3007, 2.5253, 0.3194, 0.2745, 0.1656, 0.3938, 0.2968, 0.3918, 0.1864, 0.5519, 0.3409, 0.3806, 0.4937, 0.3546, 0.5004, 0.3523, 0.3056, 0.4063, 0.2627, 0.3608, 0.4143, 0.4597, 0.3145, 0.3904, 0.3179, 0.2764, 0.4589, 0.3647, 0.3467, 0.4574, 0.3280, 0.4211, 0.4594, 0.5325, 0.4675, 0.2756, 0.3134, 0.4367, 0.2121, 0.4748, 0.2792, 0.2429, 0.3126, 0.3450, 0.3431, 0.3214, 0.0127, 0.4499, 0.5518, 0.3281, 0.4156, 0.3340, 0.3978],
  "homo_lumo_gap_ev": 7.54,
  "e_homo_ev": -7.545
}